Record 1
Molecular formula: CH2CuO3
Method: DFT, wB97M-V/def2-TZVPD

```
7
Properties=species:S:1:pos:R:3:nbo_charge:R:1
H 0.7714 -1.0827 1.1569 0.588
O -0.3826 0.4291 -0.9672 -0.708
C 0.4926 0.2472 0.0188 0.933
O 1.6293 -0.1943 -0.1459 -0.532
O -0.1218 -0.4432 0.9669 -0.793
Cu -2.2734 -0.1288 0.4953 0.972
H -0.1156 1.1727 -1.5248 0.538
```

Summary:
Orbital gap, eV: 9.42
Largest force on an atom, eV/Å: 7.50
Calculated total energy, Eh: -1905.14930
Total charge: +1

Record 2
Molecular formula: CH2DyFLiO
Method: DFT, wB97M-V/def2-TZVPD

```
7
Properties=species:S:1:pos:R:3:lowdin_spin:R:1
C -0.7156 0.6098 -0.0310 0.001
O 1.8401 -0.7201 -0.4969 -0.003
Dy 1.6695 0.9187 0.4665 4.996
Li 0.7147 -1.8628 0.2502 -0.005
F -0.9606 -0.8465 0.1550 0.005
H -1.1111 0.8638 -1.0252 0.002
H -1.4370 1.0371 0.6814 0.003
```

Summary:
Orbital gap (alpha / beta), eV: 7.99 / 8.22
Largest force on an atom, eV/Å: 2.91
Calculated total energy, Eh: -1106.73601
Spin multiplicity: 6
⟨S²⟩: 9.395
Total charge: +1